{"formula": "C8H22AlN2O2", "method": "wB97M-V/def2-TZVPD", "species": ["Al", "C", "C", "C", "O", "C", "N", "H", "H", "H", "H", "H", "H", "H", "H", "H", "H", "H", "C", "C", "C", "O", "C", "N", "H", "H", "H", "H", "H", "H", "H", "H", "H", "H", "H"], "xyz": [[-0.7456, -0.8729, 0.6897], [0.7965, 3.5180, 6.0948], [-0.1959, 3.0096, 5.0522], [-0.6755, 4.1027, 3.9928], [-1.4693, 3.3910, 3.0397], [-1.9282, 4.3292, 2.0736], [0.4575, 1.8650, 4.4248], [1.0663, 2.8083, 6.8770], [0.3115, 4.2613, 6.7275], [1.7056, 3.9540, 5.6807], [-1.0914, 2.5976, 5.5172], [0.1463, 4.6795, 3.5684], [-1.1840, 4.9626, 4.4286], [-1.1489, 4.8892, 1.5567], [-2.6106, 5.0063, 2.5873], [-2.2763, 3.9132, 1.1282], [1.3961, 2.1588, 4.1950], [0.6954, 1.2517, 5.1912], [2.1309, -4.7953, -4.4709], [1.3060, -3.5728, -3.9046], [0.1083, -3.2473, -4.7510], [-0.6690, -2.2193, -4.1952], [-1.8936, -1.9780, -4.8815], [0.9454, -4.0272, -2.5452], [2.9418, -5.0155, -3.7766], [2.6300, -4.4743, -5.3852], [1.4881, -5.6540, -4.6650], [2.0576, -2.7855, -3.8460], [-0.4914, -4.1482, -4.6211], [0.5594, -2.9950, -5.7106], [-2.5126, -1.3266, -4.2646], [-2.3923, -2.9306, -5.0600], [-1.8308, -1.4612, -5.8392], [0.5543, -4.9208, -2.8074], [1.8186, -4.2734, -2.1014]], "atomic_forces_ev_per_a": [[-0.092, -0.060, 0.055], [0.297, 0.672, 1.038], [-1.668, 0.773, -1.150], [0.723, -1.925, 1.208], [1.110, 1.238, -0.096], [0.017, 0.178, -1.178], [0.853, 1.257, 0.821], [0.096, -0.550, -0.394], [-0.361, 0.492, -0.224], [-0.086, -0.089, -0.207], [-0.045, 0.261, 0.173], [0.677, -0.562, -0.715], [-0.855, -0.247, 0.427], [0.892, 0.599, 1.090], [-0.311, 0.141, -0.381], [-1.182, -0.994, 0.817], [0.510, 0.179, -1.283], [-0.627, -1.234, 0.193], [0.125, 0.179, -0.266], [1.116, 0.982, 1.030], [0.619, -0.697, 1.312], [0.038, 0.690, -0.177], [-0.390, -0.057, 0.513], [0.687, -0.217, -2.417], [-0.154, -0.289, 0.001], [-0.124, 0.119, -0.233], [0.077, -0.053, 0.108], [-0.377, 0.430, 0.113], [-0.357, -0.356, -1.261], [-0.963, -0.205, -0.714], [0.206, -0.115, 0.202], [-0.086, -0.126, -0.091], [0.661, 0.029, -0.346], [-1.266, -0.688, 1.078], [0.241, 0.247, 0.955]], "e_tot_ev": -22287.2132, "max_force_ha_per_bohr": 0.0491, "lumo_energy_ha": -0.5860, "de_lowest_kcal_mol": 89.9, "charge": 3, "homo_lumo_gap_ev": 1.43}



{"formula": "C5H8N2", "method": "wB97M-V/def2-TZVPD", "species": ["C", "N", "C", "N", "C", "C", "C", "H", "H", "H", "H", "H", "H", "H", "H"], "xyz": [[-2.6646, -0.2659, -0.6534], [-1.1035, 0.4849, 0.4490], [-0.6153, -0.4043, 1.3947], [0.6359, -0.6778, 1.2180], [1.0406, 0.0881, 0.1215], [2.4324, -0.0164, -0.4110], [0.0001, 0.8232, -0.3410], [-2.0128, -0.4388, -1.5333], [-2.6549, -1.2453, -0.1304], [-1.9157, 1.0778, 0.5803], [-1.2605, -0.8241, 2.1562], [3.1684, 0.1417, 0.3834], [2.6059, -1.0154, -0.8247], [2.6091, 0.7186, -1.2014], [-0.0990, 1.5003, -1.1762]], "atomic_forces_ev_per_a": [[0.292, -0.240, 0.019], [-0.054, -0.069, -0.077], [-0.018, -0.123, 0.057], [-0.296, 0.084, -0.033], [0.013, 0.115, -0.192], [0.016, 0.015, -0.020], [0.097, -0.041, -0.062], [-0.132, -0.020, 0.160], [0.015, 0.180, -0.129], [0.144, 0.079, 0.128], [0.095, 0.080, -0.088], [-0.144, -0.014, -0.080], [-0.022, 0.125, 0.066], [-0.052, -0.102, 0.116], [0.045, -0.068, 0.135]], "e_tot_ev": -8290.6857, "max_force_ha_per_bohr": 0.0074, "lumo_energy_ha": 0.0090, "de_lowest_kcal_mol": 99.4, "homo_lumo_gap_ev": 9.05}



{"formula": "C33H72N6O21", "method": "wB97M-V/def2-TZVPD", "species": ["C", "O", "C", "O", "O", "C", "H", "H", "H", "H", "H", "H", "C", "O", "C", "O", "O", "C", "H", "H", "H", "H", "H", "H", "C", "O", "C", "O", "O", "C", "H", "H", "H", "H", "H", "H", "C", "O", "C", "O", "O", "C", "H", "H", "H", "H", "H", "H", "C", "O", "C", "O", "O", "C", "H", "H", "H", "H", "H", "H", "C", "N", "C", "C", "O", "H", "H", "H", "H", "H", "H", "H", "C", "N", "C", "C", "O", "H", "H", "H", "H", "H", "H", "H", "C", "N", "C", "C", "O", "H", "H", "H", "H", "H", "H", "H", "C", "N", "C", "C", "O", "H", "H", "H", "H", "H", "H", "H", "C", "N", "C", "C", "O", "H", "H", "H", "H", "H", "H", "H", "C", "N", "C", "C", "O", "H", "H", "H", "H", "H", "H", "H"], "xyz": [[-0.6078, -3.2730, -8.0273], [0.0130, -2.7166, -9.1783], [1.2605, -2.2688, -9.0967], [2.0563, -2.3614, -8.1905], [1.4901, -1.6660, -10.2982], [2.7180, -1.0157, -10.6477], [-0.2425, -2.8588, -7.0875], [-0.6540, -4.3620, -8.0392], [-1.6579, -2.9852, -8.0780], [2.9077, -0.7918, -11.6975], [3.4925, -1.7747, -10.5369], [2.9945, -0.2358, -9.9382], [-2.8938, 11.0326, 3.8361], [-3.4793, 9.8789, 3.2283], [-4.8067, 9.9756, 2.8631], [-5.5368, 10.9556, 2.9418], [-5.1918, 8.7654, 2.2992], [-6.5313, 8.5491, 1.7729], [-2.5757, 11.7073, 3.0412], [-2.0890, 10.8263, 4.5416], [-3.7038, 11.5191, 4.3795], [-7.3254, 9.2154, 2.1097], [-6.9348, 7.6424, 2.2237], [-6.3661, 8.4588, 0.6992], [6.7246, 11.5081, 5.7927], [6.3871, 10.4854, 4.8830], [5.3335, 9.6738, 5.1305], [4.3946, 9.9117, 5.8675], [5.3752, 8.6781, 4.2954], [4.3601, 7.6464, 4.2534], [7.2985, 12.2383, 5.2221], [7.2378, 11.0522, 6.6393], [5.8873, 12.0941, 6.1718], [4.4656, 7.2024, 5.2432], [4.4942, 6.9901, 3.3935], [3.4053, 8.1698, 4.2031], [1.2634, 4.1945, -4.7464], [1.8467, 5.4819, -4.4757], [1.4195, 6.3731, -3.5148], [0.3934, 6.1425, -2.8275], [2.3049, 7.3527, -3.4225], [2.1592, 8.2657, -2.3367], [1.7369, 3.9410, -5.6949], [0.1947, 4.1754, -4.9599], [1.4481, 3.4901, -3.9352], [1.9808, 9.2701, -2.7207], [3.0843, 8.2680, -1.7603], [1.3148, 8.0803, -1.6729], [1.8360, -8.8122, -3.3577], [1.6856, -10.1729, -2.9085], [0.8969, -10.9710, -3.5752], [0.0656, -10.5714, -4.3919], [1.0561, -12.2146, -3.0627], [0.0977, -13.1666, -3.3396], [2.1602, -8.2050, -2.5125], [0.8691, -8.4469, -3.7040], [2.4319, -8.7891, -4.2701], [-0.0303, -13.8367, -2.4895], [0.4956, -13.7160, -4.1928], [-0.8577, -12.8271, -3.7397], [8.8178, -2.1941, 2.7430], [8.7492, -0.8719, 3.4619], [9.7168, -0.1669, 4.0347], [11.2030, -0.3997, 3.7778], [9.3527, 0.7647, 4.7461], [9.7414, -2.7402, 2.9348], [8.5394, -2.2256, 1.6896], [8.1170, -2.8400, 3.2718], [7.8602, -0.6348, 3.8784], [11.8758, 0.4490, 3.9017], [11.3061, -0.8571, 2.7939], [11.6675, -1.1243, 4.4466], [1.0446, -11.6487, 4.6391], [1.7446, -10.3775, 4.5979], [1.4077, -9.2693, 3.9455], [-0.0543, -9.2119, 3.4461], [2.2182, -8.3782, 3.7577], [0.9270, -12.1051, 3.6562], [0.0172, -11.5610, 4.9925], [1.4846, -12.3693, 5.3284], [2.6018, -10.3504, 5.1315], [-0.3133, -8.3637, 2.8124], [-0.6848, -9.0586, 4.3219], [-0.3044, -10.1601, 2.9703], [-6.1100, 4.9817, -5.8754], [-6.6025, 3.6192, -5.6691], [-6.5528, 2.6250, -6.5565], [-7.2221, 1.2904, -6.2583], [-5.8836, 2.6790, -7.6185], [-5.4628, 5.1615, -5.0169], [-6.7651, 5.8509, -5.9340], [-5.4472, 4.9045, -6.7373], [-7.1316, 3.5376, -4.8126], [-6.8643, 1.0554, -5.2559], [-6.9140, 0.5141, -6.9586], [-8.3016, 1.4409, -6.2736], [-2.4133, 0.9736, -0.4358], [-1.1550, 0.5866, 0.2020], [-0.6075, -0.6142, -0.0155], [0.7158, -0.9041, 0.6814], [-1.1047, -1.4887, -0.6948], [-2.1585, 1.0756, -1.4907], [-2.7916, 1.8910, 0.0150], [-3.1256, 0.1748, -0.2291], [-0.8506, 1.1274, 0.9988], [1.5149, -1.2631, 0.0329], [0.4467, -1.7826, 1.2677], [1.1220, -0.0800, 1.2678], [-2.8503, 2.7667, 6.0104], [-2.3525, 1.4293, 6.3313], [-1.1028, 0.9150, 6.3095], [-0.8974, -0.5226, 6.8988], [-0.1192, 1.5741, 5.9802], [-2.3625, 3.2361, 5.1561], [-2.5962, 3.3836, 6.8723], [-3.9257, 2.7930, 5.8343], [-2.9717, 0.8486, 6.8786], [-0.0967, -0.4322, 7.6330], [-0.7302, -1.1969, 6.0589], [-1.7738, -0.9220, 7.4091], [-5.5439, -6.2828, -1.6261], [-5.3973, -5.5351, -0.4165], [-5.8778, -5.7447, 0.8189], [-5.5766, -4.7924, 1.9613], [-6.6133, -6.6926, 1.0803], [-6.3370, -7.0282, -1.6856], [-4.5928, -6.7941, -1.7749], [-5.7241, -5.5917, -2.4496], [-4.8843, -4.6686, -0.4948], [-6.1394, -3.8617, 1.8900], [-4.5254, -4.5103, 1.9019], [-5.9322, -5.2052, 2.9054]], "atomic_forces_ev_per_a": [[-1.025, 0.171, 0.474], [0.005, -0.118, 0.134], [1.451, 0.693, -0.689], [-0.858, 0.030, -0.540], [-0.822, 0.350, -0.603], [1.609, -1.768, 1.506], [0.456, -0.250, -0.187], [0.729, 0.010, -0.038], [0.014, 0.243, -0.216], [-1.496, 0.487, 0.004], [0.311, -0.128, 0.480], [-0.371, 0.282, -0.323], [-1.293, 0.995, -0.095], [-1.531, -0.898, -0.433], [-0.858, 0.198, -0.807], [1.617, -1.730, 0.195], [0.641, 1.313, 1.261], [0.322, -0.081, 0.700], [0.229, 0.004, 0.132], [-0.082, -0.675, -0.429], [0.216, 0.306, 0.119], [0.676, 1.027, -0.450], [0.718, -0.572, -0.312], [-0.653, 0.110, 0.122], [-0.343, 0.585, 0.396], [-0.421, -1.018, -0.334], [-1.727, 1.469, 0.283], [1.080, -0.128, 0.095], [1.400, -1.122, -1.884], [-0.146, 1.563, 1.454], [0.479, -0.397, 0.194], [0.305, 0.353, -0.064], [-0.440, -0.461, -0.032], [-0.467, -0.778, -0.372], [0.443, 0.238, 0.312], [-0.168, -0.308, -0.048], [-0.287, 0.465, -0.136], [0.140, 1.663, 0.623], [-2.780, -3.487, 0.973], [3.084, 1.364, -1.836], [-0.553, -0.354, -0.033], [-0.230, 0.881, 0.522], [0.210, -0.407, 0.363], [-0.126, 0.615, 0.328], [0.271, 0.072, -0.121], [0.238, -0.077, -0.304], [-0.032, -0.119, -0.140], [0.057, -0.626, -0.234], [-1.236, -0.205, -0.657], [1.556, 0.576, 0.636], [-2.400, 0.600, -0.547], [1.431, -1.539, 0.926], [0.496, 2.262, 0.287], [-0.647, -1.710, -1.762], [0.370, -0.337, -0.285], [-0.167, 0.018, 0.295], [0.593, 0.073, 0.437], [0.066, 0.257, -0.005], [-0.047, -0.659, 0.100], [-0.018, 0.665, 0.581], [-0.352, 0.146, 1.699], [-0.495, -2.772, -1.921], [1.206, 2.195, 1.224], [-0.050, -1.130, -0.485], [0.480, 0.060, 0.302], [0.355, 0.561, -0.306], [0.250, 0.594, 0.042], [-0.345, 0.002, -0.163], [-0.022, -0.007, -0.250], [-0.780, 0.419, -0.263], [0.285, 0.244, -0.196], [-0.535, -0.313, 0.316], [-1.131, -0.046, -0.020], [0.506, -1.991, 1.459], [-0.772, 1.411, -1.522], [0.437, 0.013, 0.495], [-0.246, 0.237, 0.243], [0.441, -0.076, -0.119], [-0.120, 0.345, 0.174], [0.467, 0.295, -0.200], [0.076, 0.240, -0.450], [0.692, -0.165, -0.214], [-0.102, -0.404, 0.180], [-0.247, 0.148, -0.034], [1.874, -0.853, 0.154], [-1.381, 1.571, 1.063], [1.833, -1.547, -3.567], [0.153, 1.034, 0.828], [-1.151, 0.727, 1.833], [0.158, 0.308, 0.005], [-0.718, -0.645, -0.287], [-0.195, 0.371, -0.114], [-0.085, -0.579, -0.294], [-0.437, -0.510, 0.183], [0.001, 0.412, 0.021], [-0.047, -0.288, 0.177], [0.663, -0.633, 0.495], [-0.471, 1.193, 0.612], [1.434, -0.717, 0.132], [-0.278, -0.178, 0.224], [-0.619, 0.023, -0.624], [-0.758, 0.108, -0.061], [0.223, 0.033, -0.245], [-0.232, 0.069, -0.522], [0.225, -0.132, -0.306], [-0.357, 0.209, -0.459], [0.353, 0.157, 0.549], [-0.196, -0.136, 0.225], [1.043, 0.284, 0.560], [-1.302, -1.199, -0.068], [1.618, 0.679, 0.744], [-0.983, 1.125, -0.486], [-0.739, -0.568, -0.309], [0.170, -0.464, -0.046], [-0.303, 0.425, -0.054], [0.121, -0.390, 0.134], [-0.239, 0.215, -0.309], [0.187, -0.310, -0.452], [0.591, 0.014, 0.203], [-0.168, 0.188, 0.059], [0.375, -0.502, -0.633], [0.402, 1.884, 0.817], [-1.953, -1.479, 1.068], [0.248, 0.733, -0.747], [0.233, -0.135, -0.407], [-0.058, 0.214, 0.758], [-0.076, -0.207, -0.493], [0.145, 0.004, -0.030], [0.085, -0.181, -0.251], [-0.085, 0.112, -0.488], [0.110, -0.044, 0.618], [0.605, -0.389, -0.218]], "e_tot_ev": -87324.3460, "max_force_ha_per_bohr": 0.0888, "smiles": "COC(=O)OC.COC(=O)OC.COC(=O)OC.COC(=O)OC.COC(=O)OC.CNC(C)=O.CNC(C)=O.CNC(C)=O.CNC(C)=O.CNC(C)=O.CNC(C)=O", "lumo_energy_ha": 0.0055, "de_lowest_kcal_mol": 80.5, "homo_lumo_gap_ev": 9.54}



{"formula": "C23H30N4O2", "method": "wB97M-V/def2-TZVPD", "species": ["C", "O", "C", "C", "N", "C", "O", "C", "C", "C", "C", "C", "N", "C", "C", "C", "C", "N", "N", "C", "C", "C", "C", "C", "C", "C", "C", "C", "C", "H", "H", "H", "H", "H", "H", "H", "H", "H", "H", "H", "H", "H", "H", "H", "H", "H", "H", "H", "H", "H", "H", "H", "H", "H", "H", "H", "H", "H", "H"], "xyz": [[-8.2975, -0.8543, 1.8038], [-7.4532, -1.0219, 0.6907], [-7.4486, 0.0606, -0.2145], [-6.5933, 1.2374, 0.2719], [-5.2375, 0.7994, 0.5038], [-4.1747, 1.3437, -0.1310], [-4.2724, 2.3135, -0.8538], [-2.8470, 0.6665, 0.1623], [-2.0862, 0.4184, -1.1498], [-0.6672, -0.0055, -0.8866], [0.3360, 0.9804, -0.7458], [0.0391, 2.4392, -0.9136], [1.5994, 0.7045, -0.4807], [1.9128, -0.5781, -0.3537], [0.9988, -1.6563, -0.4820], [1.8079, -2.8149, -0.2735], [1.4473, -4.2581, -0.2867], [3.0474, -2.4596, -0.0471], [3.1354, -1.1157, -0.0889], [4.3639, -0.4858, 0.1221], [5.4864, -1.2615, 0.3895], [6.7024, -0.6426, 0.5990], [6.8326, 0.7389, 0.5492], [8.1653, 1.3833, 0.7807], [5.7010, 1.5149, 0.2795], [5.7990, 3.0089, 0.2161], [4.4782, 0.8981, 0.0687], [-0.3425, -1.3517, -0.7513], [-1.3688, -2.4326, -0.9066], [-9.3258, -0.6409, 1.4895], [-7.9564, -0.0509, 2.4657], [-8.2751, -1.7969, 2.3475], [-8.4731, 0.4035, -0.4132], [-7.0210, -0.3399, -1.1375], [-6.5584, 2.0202, -0.4884], [-7.0114, 1.6572, 1.1938], [-5.1437, -0.0646, 1.0156], [-2.9948, -0.2644, 0.7111], [-2.2633, 1.3403, 0.7940], [-2.6110, -0.3436, -1.7275], [-2.1092, 1.3423, -1.7273], [0.9339, 3.0075, -0.6753], [-0.2442, 2.6513, -1.9438], [-0.7734, 2.7630, -0.2680], [2.3508, -4.8405, -0.1272], [1.0086, -4.5393, -1.2434], [0.7372, -4.4889, 0.5073], [5.3882, -2.3340, 0.4282], [7.5730, -1.2485, 0.8064], [8.9268, 0.6326, 0.9757], [8.4677, 1.9653, -0.0897], [8.1219, 2.0620, 1.6323], [6.1558, 3.4109, 1.1640], [4.8292, 3.4468, -0.0035], [6.5022, 3.3150, -0.5579], [3.5993, 1.4860, -0.1404], [-2.2454, -2.2319, -0.2946], [-0.9610, -3.3944, -0.6182], [-1.6911, -2.4946, -1.9467]], "atomic_forces_ev_per_a": [[-0.040, 0.013, 0.068], [0.189, -0.126, -0.046], [0.127, 0.337, -0.082], [-0.272, -0.202, -0.083], [-0.362, -0.316, 0.203], [0.158, -0.287, 0.436], [0.120, 0.291, -0.301], [-0.040, 0.176, -0.384], [0.055, 0.055, 0.208], [-0.050, -0.215, -0.062], [0.055, -0.125, 0.014], [-0.035, 0.010, -0.023], [0.314, 0.100, 0.061], [-0.882, -0.430, -0.157], [0.384, 0.665, 0.062], [0.192, 0.123, 0.034], [0.053, 0.027, 0.022], [0.055, -0.660, 0.033], [-0.674, 0.051, -0.133], [0.776, 0.170, 0.147], [-0.171, -0.066, -0.029], [-0.080, 0.148, -0.026], [-0.008, -0.029, -0.001], [-0.072, 0.004, -0.015], [0.088, -0.225, 0.032], [0.001, -0.067, 0.004], [-0.072, -0.010, -0.016], [0.285, 0.199, 0.037], [0.049, 0.035, -0.025], [0.016, -0.006, 0.020], [-0.032, -0.016, 0.012], [-0.061, 0.061, 0.060], [0.041, -0.036, 0.002], [-0.063, 0.119, 0.025], [-0.071, -0.047, 0.107], [-0.013, 0.046, -0.134], [0.178, 0.086, -0.075], [0.047, -0.002, 0.052], [-0.039, -0.020, 0.034], [-0.021, 0.054, -0.063], [-0.068, -0.074, -0.017], [-0.010, 0.010, 0.008], [-0.086, 0.087, -0.057], [-0.132, 0.099, 0.006], [0.007, -0.069, 0.001], [-0.049, -0.083, -0.009], [-0.052, -0.079, -0.007], [0.028, -0.054, 0.009], [0.084, -0.056, 0.021], [0.076, -0.007, 0.016], [0.105, 0.079, -0.023], [0.090, 0.083, 0.052], [0.035, 0.110, 0.042], [-0.040, 0.074, -0.012], [0.051, 0.106, -0.037], [0.058, 0.062, 0.009], [-0.095, -0.032, 0.005], [-0.050, -0.089, 0.004], [-0.077, -0.052, -0.029]], "e_tot_ev": -34394.3476, "max_force_ha_per_bohr": 0.0193, "smiles": "COCCNC(=O)CCc1c(C)nc2c(c(C)nn2-c2ccc(C)c(C)c2)c1C", "lumo_energy_ha": 0.0209, "de_lowest_kcal_mol": 25.6, "homo_lumo_gap_ev": 8.21}